# C33H52AuGeN4SSi2

A molecular structure, C33H52AuGeN4SSi2 (the ωB97M-V functional and the def2-TZVPD basis, the Open Molecules 2025 dataset).

The geometry in XYZ format:
```
94
C33H52AuGeN4SSi2, DFT the ωB97M-V functional and the def2-TZVPD basis
Au 0.24839 0.53458 -0.68804
C 3.44510 -6.09982 -0.06179
Si 2.32290 -4.68556 -0.60000
C 0.55363 -5.18347 -0.22998
C 2.56043 -4.45470 -2.44395
C 2.84945 -3.16528 0.37112
C 3.93848 -3.23627 1.23003
C 4.36770 -2.11836 1.93818
C 3.67351 -0.94136 1.74186
N 2.62019 -0.83007 0.93853
C 2.19520 -1.90781 0.27275
S 0.78750 -1.75149 -0.76124
H 3.15852 -7.01011 -0.59515
H 3.36746 -6.30595 1.00830
H 4.49316 -5.89802 -0.29447
H 0.35373 -6.22651 -0.48340
H -0.11527 -4.55498 -0.81944
H 0.33189 -5.02945 0.82770
H 2.24446 -5.34940 -2.98703
H 3.61297 -4.27255 -2.67316
H 1.98020 -3.60500 -2.80340
H 4.46554 -4.17529 1.35640
H 5.21775 -2.15652 2.60632
H 3.97318 -0.02872 2.25107
C 0.96669 2.31422 2.06417
Si 0.89976 3.38368 0.50513
C 2.71930 3.51933 -0.14077
C 3.01865 4.80335 -0.92290
C 3.04637 2.32807 -1.04901
C 3.68918 3.46091 1.05083
C 0.23475 5.10007 1.10963
C -0.07169 6.06101 -0.04296
C -1.08726 4.83772 1.84482
C 1.18221 5.79640 2.09239
H 1.43692 2.81114 2.91803
H 1.50720 1.38689 1.85569
H -0.04921 2.02947 2.35011
H 2.36188 4.92515 -1.78427
H 4.04929 4.76631 -1.29872
H 2.93271 5.69753 -0.30348
H 2.42218 2.31461 -1.94513
H 2.90451 1.37305 -0.53720
H 4.09569 2.38967 -1.36813
H 3.51644 4.26389 1.77075
H 4.72074 3.55617 0.68852
H 3.61282 2.51126 1.58291
H -0.77651 5.61899 -0.74940
H 0.82047 6.35095 -0.59839
H -0.53069 6.97899 0.34782
H -1.82308 4.36030 1.19379
H -1.51555 5.78865 2.18742
H -0.94814 4.20128 2.72122
H 2.12241 6.09358 1.62543
H 1.42055 5.16004 2.94808
H 0.70988 6.70788 2.48244
C -2.66477 3.94308 -2.31260
Ge -0.87159 3.12277 -2.41869
C -1.10273 1.61527 -3.66414
C 0.31069 4.37196 -3.38102
C -0.30478 2.56170 -0.64197
H -3.00665 4.24946 -3.30369
H -2.68897 4.81134 -1.65263
H -3.36983 3.20298 -1.92587
H -1.46549 1.97112 -4.63228
H -1.82846 0.90277 -3.26888
H -0.15758 1.08983 -3.80727
H -0.10798 4.54619 -4.37509
H 1.30808 3.94896 -3.50697
H 0.40055 5.33216 -2.87322
H -1.24134 2.56362 -0.06135
N -2.77673 -3.97758 0.99253
C -3.04808 -5.22032 1.53252
C -2.25487 -6.19633 2.13177
C -2.89665 -7.33166 2.58765
C -4.28391 -7.49710 2.45749
C -5.06717 -6.52405 1.87170
C -4.43766 -5.36973 1.40734
N -4.98519 -4.25076 0.81481
C -3.97674 -3.45267 0.58760
C -4.12505 -2.10803 0.00885
C -5.39794 -1.70412 -0.38565
C -5.56387 -0.42345 -0.87531
N -4.57220 0.45907 -0.98000
C -3.35715 0.06071 -0.61415
C -3.07473 -1.20820 -0.12370
H -1.86538 -3.56607 0.86521
H -1.18773 -6.07591 2.23730
H -2.31451 -8.11264 3.06011
H -4.74368 -8.40449 2.82808
H -6.13847 -6.63928 1.77257
H -6.22619 -2.39185 -0.29465
H -6.54531 -0.07781 -1.18347
H -2.55378 0.78241 -0.71907
H -2.05068 -1.44172 0.14608
```

As for the energy above the lowest of the compared OMol25 structures with the same formula, charge and spin: 9.2 kcal/mol. Its net charge is -1. For the calculated total energy, the calculation gives -127830.4986 eV. The value obtained for the HOMO energy is -4.952 eV. For the HOMO-LUMO gap, the calculation gives 0.26588 Eh. The multiplicity is 1.

---

# C33H52ClCsN4P2

A molecular structure, C33H52ClCsN4P2 at a distorted geometry (the ωB97M-V functional and the def2-TZVPD basis, the Open Molecules 2025 dataset).

The geometry in XYZ format:
```
93
C33H52ClCsN4P2, DFT the ωB97M-V functional and the def2-TZVPD basis
Cs 0.21330 0.03776 -0.82822
C -2.68256 3.62077 -0.68293
C -1.27714 3.87460 -0.12001
C -1.21634 5.28150 0.47460
P -0.81869 2.40226 0.95096
C -1.34446 2.98606 2.65204
C -1.81905 1.81403 3.52121
C -0.31402 3.82333 3.40508
C 1.01278 2.50660 0.98713
C 1.82654 3.54494 0.53516
C 3.20954 3.47515 0.64317
C 3.78760 2.33908 1.20811
C 3.00545 1.27824 1.63357
C 1.59710 1.33657 1.53873
N 0.74352 0.30923 1.82205
C 0.88074 -0.50317 2.90635
C 1.51532 -0.09754 4.11169
C 1.44290 -0.86319 5.25589
C 0.75926 -2.08033 5.26438
C 0.18529 -2.52006 4.08436
C 0.24893 -1.77888 2.89955
P -0.37817 -2.32428 1.27484
C 0.54165 -3.92213 0.91922
C 1.03981 -4.76619 2.08764
C 1.71966 -3.54920 0.00702
C -2.13772 -2.88316 1.55154
C -2.93297 -1.68985 2.09010
C -2.41566 -4.14512 2.36415
H -2.97493 4.41300 -1.38070
H -3.42456 3.60442 0.12196
H -2.73953 2.66351 -1.20328
H -0.57111 3.82251 -0.95713
H -1.88662 5.37939 1.33201
H -1.53877 6.01497 -0.27151
H -0.21805 5.56361 0.80450
H -2.21905 3.60726 2.43816
H -0.97639 1.20134 3.85442
H -2.50530 1.16140 2.97708
H -2.33500 2.18926 4.41080
H 0.56540 3.21926 3.64143
H -0.73958 4.18031 4.34884
H 0.02509 4.68881 2.83481
H 1.38212 4.42539 0.08937
H 3.82851 4.29335 0.29661
H 4.86639 2.27645 1.29979
H 3.46438 0.38516 2.04033
H 2.02116 0.86076 4.13556
H 1.91455 -0.50551 6.16483
H 0.69174 -2.67495 6.16631
H -0.30963 -3.48053 4.08322
H -0.16577 -4.52080 0.33525
H 1.71825 -4.19410 2.72118
H 1.58703 -5.63420 1.70471
H 0.22915 -5.13717 2.71523
H 2.35974 -2.80476 0.49466
H 1.35461 -3.12915 -0.93204
H 2.33759 -4.42234 -0.22368
H -2.48143 -3.07817 0.52927
H -2.62279 -1.45723 3.11250
H -4.00525 -1.90794 2.09943
H -2.76949 -0.78943 1.48964
H -2.20109 -3.99545 3.42317
H -1.83858 -5.00094 2.01061
H -3.47573 -4.40719 2.28551
N 3.08267 -0.07019 -3.15663
C 2.94054 0.25741 -4.58580
C 2.54914 1.72009 -4.76860
C 1.23490 2.09087 -4.08528
C 0.00481 1.53299 -4.77743
N -1.18915 1.77698 -3.95686
H 3.77990 0.53184 -2.73150
H 3.41093 -1.01998 -3.03897
H 2.16481 -0.38913 -5.00439
H 3.84946 0.06546 -5.16277
H 2.49806 1.94112 -5.83954
H 3.35338 2.34166 -4.36301
H 1.14670 3.18044 -4.01724
H 1.25387 1.70042 -3.07178
H 0.10294 0.44993 -4.89280
H -0.06283 1.95623 -5.78638
H -2.01351 1.39323 -4.40133
H -1.35005 2.77283 -3.85742
Cl -4.25457 -4.44512 -2.90200
C -2.78657 -3.73866 -3.48500
C -2.28532 -4.07275 -4.72787
C -1.10304 -3.47724 -5.13536
C -0.47936 -2.57913 -4.28361
N -0.96750 -2.25699 -3.08537
C -2.10384 -2.82877 -2.69422
H -2.80906 -4.78260 -5.35552
H -0.67084 -3.71018 -6.10006
H 0.45241 -2.09890 -4.56862
H -2.48851 -2.55917 -1.71490
```

For the calculated total energy, the calculation gives -72673.7949 eV. The value obtained for the HOMO energy is -5.926 eV. For the HOMO-LUMO gap, the calculation gives 0.21665 Eh. The multiplicity is 1.